# 1
Computed, not measured: one molecule with the formula C21H27N3O4S, with the ωB97M-V functional and the def2-TZVPD basis.

Values from the calculation:
net charge = 0
F_max = 0.735 eV/Å
LUMO energy = 0.059 eV
gap between HOMO and LUMO = 8.581 eV
SMILES = CCOC(=O)N1CCC(NC(=O)CSc2cc(=O)n(CC)c3ccccc23)CC1

The geometry in XYZ format:
```
56
Properties=species:S:1:pos:R:3:forces:R:3
C -0.55628 -5.29965 3.96168 0.3 0.0 -0.3
C 0.69181 -5.70496 3.19022 -0.2 -0.3 0.3
O 0.89418 -4.88693 2.03974 0.0 0.2 -0.3
C 0.16371 -5.22103 0.94884 0.2 0.0 0.0
O -0.61442 -6.14609 0.91712 -0.3 -0.3 0.2
N 0.43052 -4.42257 -0.10962 0.1 0.1 0.0
C 1.28549 -3.25961 -0.07396 0.1 0.3 0.3
C 0.46208 -1.98947 -0.30313 0.2 -0.2 -0.3
C -0.30655 -2.10468 -1.62075 -0.1 -0.1 0.1
N -1.10052 -0.91932 -1.85953 0.0 -0.2 0.3
C -1.04276 -0.22238 -3.00724 -0.3 0.2 0.2
O -0.32008 -0.49719 -3.93942 0.2 0.0 -0.4
C -2.00564 0.95899 -3.08902 0.1 0.3 0.3
S -2.41625 1.76511 -1.51617 -0.2 0.1 -0.2
C -0.95875 2.68807 -1.13214 0.2 -0.5 -0.5
C 0.22141 2.49367 -1.75680 -0.4 -0.1 0.0
C 1.39321 3.28274 -1.45181 0.0 0.1 0.1
O 2.47273 3.10547 -1.98904 0.1 -0.1 -0.1
N 1.22841 4.28918 -0.50411 0.2 0.0 -0.2
C 2.40190 5.11011 -0.24992 0.4 0.1 0.1
C 3.18299 4.62672 0.96794 -0.1 0.1 -0.2
C 0.05656 4.48364 0.18328 -0.7 -0.1 0.2
C -0.06527 5.46484 1.17819 0.1 0.1 0.0
C -1.24921 5.64611 1.85570 0.0 -0.1 -0.1
C -2.35922 4.85754 1.57255 -0.1 0.0 0.1
C -2.26537 3.89144 0.60061 0.1 0.0 0.0
C -1.07527 3.68709 -0.10425 0.1 0.3 0.3
C -1.18426 -3.35995 -1.59860 0.4 0.0 -0.2
C -0.31354 -4.58869 -1.33791 -0.4 -0.2 0.0
H -0.63817 -5.90072 4.86271 0.0 -0.1 0.1
H -1.43688 -5.46535 3.34622 -0.1 0.0 0.0
H -0.50589 -4.24876 4.23754 0.0 0.1 0.1
H 0.61382 -6.75025 2.87458 0.1 0.2 0.1
H 1.59154 -5.56425 3.79330 -0.1 0.0 -0.1
H 1.79275 -3.22166 0.88856 0.0 0.0 -0.2
H 2.03550 -3.35461 -0.86805 0.0 0.0 0.1
H 1.12289 -1.12208 -0.32807 0.0 0.1 0.0
H -0.24551 -1.86322 0.51994 0.0 0.0 0.1
H 0.39665 -2.16571 -2.45906 -0.1 0.0 0.1
H -1.74334 -0.62571 -1.13756 0.1 0.1 -0.1
H -1.61969 1.70258 -3.78633 0.0 -0.1 0.0
H -2.96427 0.59453 -3.46516 0.0 0.0 0.0
H 0.37582 1.74568 -2.51724 0.0 0.0 -0.1
H 2.09938 6.15384 -0.14591 0.0 -0.1 0.0
H 3.03365 5.01518 -1.13708 -0.2 0.1 0.2
H 3.53313 3.61207 0.79639 0.0 -0.1 0.0
H 4.04517 5.26834 1.12836 0.1 0.0 0.1
H 2.56596 4.63439 1.86382 0.0 0.0 0.1
H 0.77171 6.09309 1.43133 0.1 0.0 0.0
H -1.31185 6.40992 2.61624 0.0 0.1 0.1
H -3.28314 5.00442 2.10928 -0.1 0.0 0.0
H -3.11631 3.27064 0.36359 -0.1 0.0 0.0
H -1.70178 -3.47030 -2.55190 0.0 0.0 0.0
H -1.93069 -3.26999 -0.80613 -0.1 0.0 0.0
H -0.92494 -5.48648 -1.23741 0.1 0.1 -0.1
H 0.39289 -4.72378 -2.16441 0.0 0.0 0.0
```
Forces are in eV/Å.

=====

# 2
Computed, not measured: one molecule with the formula C21H27N3O5, with the ωB97M-V functional and the def2-TZVPD basis.

Values from the calculation:
net charge = 0
F_max = 0.947 eV/Å
LUMO energy = 0.283 eV
gap between HOMO and LUMO = 8.167 eV
SMILES = CCOC(=O)C1CCN(CC(=O)Nc2c(C(=O)OC)[nH]c3cccc(C)c23)CC1

The geometry in XYZ format:
```
56
Properties=species:S:1:pos:R:3:forces:R:3
C 7.75966 0.65494 1.41083 -0.3 -0.1 -0.3
C 7.27994 0.22677 0.03136 0.5 -0.2 0.2
O 5.87420 0.42702 -0.11575 -0.1 0.3 -0.1
C 5.06905 -0.52594 0.36251 -0.5 -0.3 0.1
O 5.46267 -1.54163 0.87613 0.1 -0.1 0.1
C 3.61037 -0.17060 0.16898 0.2 0.2 -0.1
C 3.26214 1.12070 0.91518 -0.2 -0.1 0.0
C 1.79715 1.47108 0.67525 0.3 0.2 0.1
N 1.56618 1.63857 -0.74656 -0.1 0.0 -0.1
C 0.31605 2.30837 -1.05139 0.1 0.2 0.2
C -0.91164 1.76561 -0.31435 0.2 0.2 -0.2
O -1.32801 2.26405 0.70752 0.0 0.0 0.2
N -1.49662 0.68630 -0.92174 0.0 -0.3 -0.4
C -2.54972 -0.03902 -0.36165 0.1 -0.9 0.3
C -2.48986 -1.40812 -0.12681 -0.1 0.8 -0.1
C -1.40849 -2.30574 -0.45400 0.4 -0.2 -0.1
O -0.41039 -1.98192 -1.06943 -0.2 -0.2 0.1
O -1.62447 -3.56092 -0.00976 -0.4 0.4 0.1
C -0.59772 -4.49845 -0.29356 0.4 -0.2 -0.2
N -3.66683 -1.81484 0.45698 0.1 -0.3 0.0
C -4.48883 -0.74361 0.59156 0.1 0.5 -0.1
C -5.77833 -0.69170 1.11204 -0.2 0.1 0.1
C -6.41921 0.52378 1.08524 0.0 -0.4 0.1
C -5.80756 1.65165 0.53060 0.2 0.2 -0.1
C -4.52956 1.62921 0.01160 -0.2 0.0 0.1
C -3.93858 2.85304 -0.60533 0.1 0.1 0.1
C -3.83264 0.40612 0.07081 -0.3 -0.3 0.2
C 1.81002 0.40119 -1.46446 0.3 -0.1 -0.1
C 3.28184 0.02196 -1.31356 -0.2 -0.1 0.0
H 7.30095 0.02866 2.17192 0.0 0.0 0.1
H 7.49131 1.69208 1.59717 0.0 0.1 0.0
H 8.83904 0.54970 1.47152 0.1 0.0 0.0
H 7.73742 0.83505 -0.75177 -0.1 -0.1 0.1
H 7.50674 -0.83133 -0.13590 0.0 0.2 -0.1
H 3.01829 -0.99948 0.57037 0.1 0.0 0.0
H 3.44150 1.00249 1.98515 0.0 0.0 0.0
H 3.89116 1.92787 0.53897 0.0 0.0 0.1
H 1.15782 0.67871 1.10382 0.0 0.1 0.0
H 1.54963 2.40861 1.17740 -0.1 -0.1 0.0
H 0.15305 2.26978 -2.13078 0.0 0.0 0.0
H 0.42435 3.35510 -0.74622 -0.2 -0.1 -0.1
H -0.91105 0.13423 -1.53960 0.0 0.2 0.1
H -0.91774 -5.44059 0.14366 0.0 0.1 0.0
H 0.34709 -4.17305 0.14657 -0.1 -0.1 0.0
H -0.46496 -4.60115 -1.37266 0.0 0.0 0.1
H -3.86373 -2.76360 0.72516 0.0 0.1 0.0
H -6.25000 -1.57640 1.51125 -0.1 -0.1 0.1
H -7.42031 0.61093 1.48032 -0.1 0.0 0.0
H -6.36535 2.57623 0.50018 0.0 0.1 0.0
H -4.70736 3.59982 -0.78743 -0.1 0.0 -0.1
H -3.44363 2.61114 -1.54410 0.0 0.1 -0.1
H -3.19208 3.27564 0.06520 0.0 0.1 -0.1
H 1.19424 -0.43465 -1.09888 0.0 0.1 -0.1
H 1.58802 0.56442 -2.52260 -0.1 0.0 0.0
H 3.90599 0.82079 -1.71516 0.0 0.0 -0.1
H 3.48011 -0.89629 -1.86864 0.0 0.0 0.0
```
Forces are in eV/Å.

=====

# 3
Computed, not measured: one molecule with the formula C21H27N3O5, with the ωB97M-V functional and the def2-TZVPD basis.

Values from the calculation:
net charge = 0
F_max = 0.730 eV/Å
LUMO energy = 0.189 eV
gap between HOMO and LUMO = 8.286 eV
SMILES = CCOC(=O)c1cnc2ccc(C(=O)OC)cc2c1NCCCN1CCOCC1

The geometry in XYZ format:
```
56
Properties=species:S:1:pos:R:3:forces:R:3
C -0.22446 5.79185 2.98075 0.0 -0.4 -0.2
C 0.35365 4.50488 2.42440 0.5 0.2 0.2
O -0.70332 3.76909 1.81121 -0.3 0.0 0.0
C -0.36363 2.61482 1.23015 0.2 -0.2 0.0
O 0.79550 2.21756 1.23193 -0.1 0.2 0.0
C -1.49471 1.90906 0.63564 -0.1 -0.2 0.0
C -2.77831 2.48323 0.70210 0.0 -0.1 -0.1
N -3.85371 1.97032 0.18379 -0.5 0.5 0.2
C -3.76868 0.73525 -0.35577 0.5 -0.4 -0.1
C -4.96625 0.15078 -0.81450 0.0 -0.2 -0.1
C -4.98923 -1.13453 -1.27337 0.1 0.1 0.1
C -3.81176 -1.90298 -1.25123 0.3 0.3 0.1
C -3.88948 -3.31796 -1.66932 -0.1 -0.3 -0.1
O -4.89962 -3.87382 -2.02598 0.1 0.1 0.0
O -2.69521 -3.94239 -1.61808 0.1 0.4 0.1
C -2.70175 -5.30698 -2.00552 -0.2 -0.3 -0.1
C -2.62089 -1.33957 -0.83597 -0.3 -0.3 -0.2
C -2.54844 0.00186 -0.43767 -0.4 0.2 0.0
C -1.33300 0.67490 -0.04866 0.1 0.5 0.1
N -0.09609 0.24970 -0.31240 0.3 0.2 0.3
C 0.41581 -0.80489 -1.14649 0.0 -0.6 -0.3
C 0.90586 -2.00626 -0.32683 0.1 0.3 0.0
C 1.94729 -1.56273 0.70728 -0.1 -0.1 -0.1
N 2.98900 -0.76181 0.08963 0.1 0.0 0.2
C 4.03082 -1.56509 -0.52446 0.2 0.2 -0.2
C 4.99178 -0.64453 -1.27743 -0.1 -0.4 -0.1
O 5.56565 0.31163 -0.42053 0.1 0.0 0.1
C 4.56110 1.07974 0.20204 -0.2 0.1 0.3
C 3.59065 0.20447 0.99417 0.3 0.2 -0.1
H 0.56266 6.37025 3.45547 0.1 0.1 0.1
H -0.66608 6.37979 2.18077 0.0 0.1 0.0
H -0.99504 5.56915 3.71377 -0.1 0.0 0.1
H 1.12880 4.70438 1.67525 -0.1 -0.1 0.1
H 0.79968 3.89198 3.21650 0.0 0.1 -0.2
H -2.89637 3.44074 1.19002 0.1 0.1 0.0
H -5.86035 0.75111 -0.76108 -0.1 0.1 0.0
H -5.89873 -1.59815 -1.62344 -0.1 0.0 0.0
H -1.67688 -5.65626 -1.90811 0.0 0.0 0.0
H -3.36708 -5.88272 -1.35869 0.1 0.0 -0.1
H -3.04567 -5.40735 -3.03714 0.0 0.0 0.1
H -1.76178 -1.98210 -0.77257 0.1 0.0 -0.1
H 0.62900 0.82504 0.11668 -0.2 0.0 -0.1
H 1.28519 -0.39489 -1.66905 -0.2 0.0 0.0
H -0.32476 -1.10668 -1.88843 0.1 0.1 0.0
H 0.07889 -2.48247 0.20243 0.0 -0.1 0.0
H 1.33380 -2.73808 -1.01264 0.0 -0.1 0.0
H 2.35736 -2.44943 1.21889 0.0 0.1 0.0
H 1.45036 -0.94744 1.46042 0.0 0.0 0.0
H 3.57987 -2.26826 -1.22681 0.0 -0.1 0.0
H 4.59751 -2.13654 0.23331 -0.1 0.0 0.0
H 5.82015 -1.21429 -1.70226 -0.1 0.0 0.0
H 4.44304 -0.13828 -2.08703 0.0 -0.1 0.0
H 5.07525 1.77981 0.86191 -0.1 0.0 0.0
H 3.99659 1.64082 -0.55761 0.0 0.0 0.1
H 2.80786 0.83646 1.41604 0.0 0.0 0.1
H 4.13816 -0.29219 1.81453 0.0 0.0 0.0
```
Forces are in eV/Å.

=====

# 4
Computed, not measured: one molecule with the formula C21H27N3O5S, with the ωB97M-V functional and the def2-TZVPD basis.

Values from the calculation:
net charge = 0
F_max = 0.968 eV/Å
LUMO energy = 0.486 eV
gap between HOMO and LUMO = 8.346 eV
SMILES = COc1ccc(NS(=O)(=O)c2ccc(N3CCOCC3)c(NC(=O)C(C)C)c2)cc1

The geometry in XYZ format:
```
57
Properties=species:S:1:pos:R:3:forces:R:3
C -3.95640 -0.89443 3.86130 -0.2 -0.1 0.0
O -2.78816 -0.15709 3.59691 0.2 0.2 -0.1
C -2.80108 0.73441 2.56456 0.1 0.1 -0.1
C -1.61927 1.44800 2.36157 -0.1 -0.1 0.1
C -1.51742 2.35061 1.32609 -0.2 0.0 -0.1
C -2.59472 2.56482 0.47012 -0.4 -0.4 0.7
N -2.49530 3.40903 -0.64929 -0.1 0.1 -1.0
S -2.59379 2.60481 -2.13837 0.5 0.2 0.1
O -3.95065 2.22236 -2.37255 0.0 -0.3 0.3
O -1.94170 3.46543 -3.08223 0.2 0.0 0.2
C -1.59894 1.17002 -1.79414 -0.4 0.4 -0.3
C -2.18277 0.01862 -1.30107 0.0 0.0 -0.1
C -1.38125 -0.98461 -0.80286 0.1 0.1 0.0
C 0.01929 -0.86901 -0.76020 -0.1 0.2 -0.1
N 0.79820 -1.87195 -0.25483 0.0 -0.2 0.0
C 0.30687 -2.84150 0.69574 -0.1 -0.3 -0.1
C 0.06523 -4.19285 0.01222 -0.1 0.2 0.3
O 1.24451 -4.64326 -0.61955 0.0 -0.1 0.1
C 1.71115 -3.70338 -1.55828 0.2 0.3 -0.1
C 1.99856 -2.34035 -0.90703 0.0 -0.4 -0.3
C 0.58633 0.34037 -1.23194 -0.4 0.0 0.1
N 1.96698 0.61442 -1.13052 -0.1 0.2 -0.3
C 2.67721 0.53410 0.03627 0.6 0.2 0.1
O 2.23123 0.06301 1.05584 -0.1 0.0 0.3
C 4.09861 1.07898 -0.07159 0.1 0.0 0.0
C 4.08607 2.58636 -0.33378 0.0 -0.2 0.2
C 4.90267 0.33350 -1.13667 0.0 0.1 0.2
C -0.22917 1.33121 -1.75256 0.1 -0.2 -0.1
C -3.77731 1.87182 0.68354 0.2 0.3 0.1
C -3.88390 0.96369 1.72261 0.0 -0.2 0.2
H -4.23574 -1.52662 3.01180 0.0 0.0 0.0
H -3.71838 -1.52596 4.71592 -0.1 0.0 -0.1
H -4.79619 -0.24103 4.11836 0.0 0.0 0.0
H -0.78411 1.26159 3.01699 0.1 0.0 0.1
H -0.59270 2.88810 1.17232 0.1 0.0 0.0
H -1.67294 3.99545 -0.64452 0.1 0.1 -0.1
H -3.25490 -0.08015 -1.33663 -0.1 -0.1 0.1
H -1.84480 -1.89144 -0.44944 0.0 -0.1 0.0
H -0.59168 -2.47139 1.18531 0.0 0.0 0.0
H 1.08617 -2.96962 1.45623 -0.1 0.0 0.0
H -0.19983 -4.96045 0.74081 -0.1 0.1 0.0
H -0.74146 -4.10132 -0.73217 0.0 0.0 0.1
H 2.62250 -4.12733 -1.98336 0.0 0.1 0.0
H 0.96427 -3.56939 -2.35772 0.1 0.0 0.0
H 2.32073 -1.64027 -1.67479 0.0 0.0 0.0
H 2.79119 -2.45479 -0.15880 0.0 0.0 -0.1
H 2.33125 1.22993 -1.84390 0.0 -0.1 0.1
H 4.55858 0.90162 0.90539 -0.2 0.0 -0.1
H 3.71047 2.81855 -1.32904 0.0 0.1 -0.1
H 5.09642 2.98201 -0.25857 0.1 0.1 0.0
H 3.46446 3.09512 0.39962 0.0 0.1 0.0
H 5.92987 0.69140 -1.13895 0.1 0.0 0.0
H 4.91274 -0.73402 -0.92998 0.0 -0.1 0.0
H 4.48881 0.48831 -2.13107 0.0 0.0 -0.1
H 0.19284 2.25879 -2.11184 0.2 0.1 0.0
H -4.60284 2.03739 0.01052 -0.1 0.0 0.0
H -4.81584 0.43839 1.85820 -0.1 -0.1 0.0
```
Forces are in eV/Å.

=====

Number 1: calculated total energy -45713.2651 eV. Number 2: calculated total energy -36924.7401 eV. Number 3: calculated total energy -36923.8087 eV. Number 4: calculated total energy -47757.6706 eV.